[1]
Formula: C62H44N5PPt
Source: the OMol25 dataset
Level of theory: ωB97M-V with the def2-TZVPD basis set

HOMO-LUMO gap (spin up / spin down) ... 5.23 / 5.23 eV

ORCA input file:
```
! RIJCOSX wB97M-V def2-TZVPD def2/J DEFGRID3
* xyz 2 1
Pt 0.26036 0.75540 0.59374
C 6.28099 -3.84680 -2.25029
C 5.59547 -4.30797 -1.13288
C 4.57384 -3.55216 -0.58336
C 4.24516 -2.31328 -1.13397
C 4.93383 -1.85708 -2.25756
C 5.94630 -2.62471 -2.81465
C 3.14632 -1.50976 -0.55355
C 3.31636 -0.22556 -0.18637
C 4.63907 0.36116 -0.14898
C 4.51078 1.64861 0.17035
C 3.09060 1.90586 0.31722
N 2.35358 0.79462 0.17630
C 2.65088 3.24304 0.51019
C 1.35762 3.57095 0.73867
C 0.89517 4.95068 0.83896
C -0.40958 4.91732 1.10356
C -0.80546 3.51543 1.19369
C -2.07054 3.12878 1.53454
C -3.09837 4.15481 1.86573
C -2.98889 4.92760 3.01886
C -3.95422 5.87801 3.31997
C -5.03984 6.05884 2.47499
C -5.15958 5.28677 1.32755
C -4.19335 4.33896 1.02518
C -2.42049 1.77102 1.62893
N -1.70634 0.71797 1.21402
C -2.52624 -0.42074 1.47914
C -2.40810 -1.69663 1.07979
C -3.38503 -2.73417 1.52144
C -4.49346 -3.06232 0.74704
C -5.37216 -4.04847 1.17238
C -5.14548 -4.71337 2.36937
C -4.03935 -4.39091 3.14277
C -3.16017 -3.40440 2.71992
C -1.31951 -2.16121 0.26957
C -1.07762 -3.42625 -0.12827
C 1.42756 -3.26290 -1.05727
C 1.86245 -2.14613 -0.44712
N -0.27328 -1.24459 -0.15378
C -3.71946 0.02836 2.17969
C -3.67911 1.35888 2.23536
N 0.28810 2.72278 0.94028
C 3.66582 4.33496 0.43201
C 4.18403 4.72860 -0.79909
C 5.12430 5.74518 -0.86915
C 5.55586 6.37483 0.29084
C 5.04317 5.98754 1.52035
C 4.10049 4.97124 1.59097
H 7.07526 -4.44182 -2.68036
H 5.86192 -5.25735 -0.68812
H 4.04000 -3.91355 0.28869
H 4.66987 -0.90200 -2.69646
H 6.47475 -2.26576 -3.68762
H 5.54326 -0.19960 -0.31801
H 5.27941 2.38764 0.31185
H 1.53645 5.80490 0.70179
H -1.09318 5.73833 1.23692
H -2.14664 4.78103 3.68501
H -3.85955 6.47518 4.21703
H -5.79273 6.79869 2.71079
H -6.00447 5.42648 0.66628
H -4.28337 3.73845 0.12684
H -4.68114 -2.53426 -0.17990
H -6.23849 -4.29335 0.57250
H -5.83341 -5.47898 2.70141
H -3.86483 -4.90337 4.07942
H -2.29903 -3.14474 3.32486
H -1.84434 -4.16210 0.08740
H 2.13216 -3.81512 -1.67189
H -4.49474 -0.63632 2.52335
H -4.39860 2.04397 2.64974
H 3.84409 4.24121 -1.70570
H 5.51782 6.04999 -1.82966
H 6.28954 7.16758 0.23526
H 5.37666 6.47680 2.42572
H 3.70193 4.66629 2.55152
N 0.56342 -1.20963 2.84381
C 0.88160 -2.15659 1.88277
C 1.15854 -3.43744 2.22382
C 1.13243 -4.70497 1.51365
C 0.67857 -5.03200 0.29716
C 0.17229 -4.02726 -0.73379
C 0.83387 -1.69439 0.46020
P -0.26272 -0.52010 -1.96540
C -1.93721 0.16426 -1.95671
C -1.93411 1.55832 -2.07108
C -3.12304 2.27060 -2.10551
C -4.32948 1.59515 -2.01139
C -4.34640 0.20999 -1.89449
C -3.16115 -0.50393 -1.87584
C -0.24246 -1.93539 -3.09692
C -1.29149 -2.79579 -3.42942
C -1.11218 -3.76869 -4.39942
C 0.10434 -3.88172 -5.06231
C 1.14386 -3.01111 -4.76620
C 0.96908 -2.04212 -3.79176
H 1.02289 -0.31179 2.75991
H 0.58834 -1.56223 3.79098
H 1.28201 -3.57442 3.29478
H 1.46845 -5.53097 2.12947
H 0.69049 -6.07370 0.00271
H -0.12681 -4.57638 -1.62830
H -0.98991 2.08925 -2.12900
H -3.10464 3.34754 -2.21049
H -5.26191 2.14411 -2.03934
H -5.29250 -0.31200 -1.82887
H -3.19662 -1.57877 -1.77965
H -2.25446 -2.71035 -2.94935
H -1.92990 -4.42993 -4.65378
H 0.23287 -4.63640 -5.82694
H 2.08348 -3.08033 -5.29787
H 1.77932 -1.35780 -3.56118
*
```

---

[2]
Formula: C62H45N2O8
Source: the OMol25 dataset
Level of theory: ωB97M-V with the def2-TZVPD basis set

HOMO-LUMO gap ... 5.18 eV

ORCA input file:
```
! RIJCOSX wB97M-V def2-TZVPD def2/J DEFGRID3
* xyz 1 1
C -8.57534 6.89179 6.71098
N -9.05455 5.45420 6.81605
C -10.47267 5.28256 6.31315
C -11.61067 6.11769 7.14815
C -12.26906 7.37364 6.30675
C -13.86544 7.07856 6.69539
C -13.92564 5.83182 7.78306
N -12.65306 5.33384 7.96637
H -9.00562 7.44545 7.67722
H -7.40208 6.96075 6.80381
H -8.99694 7.48310 5.79297
H -9.03924 5.09750 7.79659
H -10.45743 5.60119 5.16469
H -10.68040 4.10748 6.30931
H -11.03742 6.67685 8.00607
H -11.92551 8.33177 6.92928
H -12.05455 7.46696 5.15418
H -14.57779 7.99523 6.84370
H -14.22912 6.54028 5.69460
H -14.93399 5.48586 8.28124
H -12.37069 4.54597 8.62417
C -6.26965 4.92697 5.54705
C -5.20542 5.80242 5.76157
C -4.00701 5.32694 6.29636
C -3.87619 3.97323 6.62928
C -4.94855 3.10291 6.43767
C -6.14451 3.57855 5.88436
C -4.83869 1.68338 6.83129
O -5.77900 0.91742 6.66002
C -3.58323 1.20269 7.44190
C -3.48566 -0.12683 7.87283
C -2.29736 -0.59317 8.43920
C -1.20302 0.26165 8.56796
C -1.29925 1.58807 8.14467
C -2.49534 2.06183 7.58945
C -2.59883 3.47574 7.17772
O -1.63902 4.22890 7.29480
H -7.20050 5.29566 5.12171
H -5.30737 6.85586 5.51047
H -3.17867 6.01519 6.45622
H -6.98134 2.90217 5.71921
H -4.33437 -0.80161 7.77299
H -2.22549 -1.62447 8.77793
H -0.27488 -0.10330 9.00246
H -0.44233 2.25092 8.25287
C 0.72395 -0.70060 -0.92559
C 0.57151 -1.90266 -0.23507
C -0.46646 -2.05201 0.68612
C -1.34815 -0.99128 0.92682
C -1.18076 0.21872 0.25450
C -0.14913 0.36071 -0.68267
C -2.07438 1.36056 0.53685
O -1.93023 2.42268 -0.05590
C -3.13788 1.20673 1.54947
C -3.95532 2.29883 1.86880
C -4.97215 2.15822 2.81569
C -5.18121 0.92774 3.43784
C -4.36480 -0.16035 3.12576
C -3.33477 -0.01746 2.18664
C -2.45393 -1.16434 1.88975
O -2.63404 -2.24486 2.43951
H 1.52727 -0.58726 -1.65027
H 1.25974 -2.72552 -0.41514
H -0.58249 -2.99508 1.21767
H -0.02065 1.29790 -1.22138
H -3.80079 3.26214 1.38531
H -5.60234 3.00892 3.06597
H -5.97785 0.81597 4.17016
H -4.53084 -1.11659 3.61913
C 7.40267 -4.86243 -4.01673
C 6.49811 -4.81565 -2.95627
C 5.76629 -3.65213 -2.71350
C 5.94841 -2.52695 -3.52669
C 6.87070 -2.56575 -4.57167
C 7.59133 -3.74023 -4.82465
C 7.10708 -1.36906 -5.40483
O 7.91450 -1.40341 -6.32522
C 6.36329 -0.12875 -5.10738
C 6.61967 1.02980 -5.85227
C 5.91114 2.20350 -5.58631
C 4.94064 2.22117 -4.58496
C 4.68713 1.07006 -3.83762
C 5.40713 -0.10451 -4.09320
C 5.15694 -1.30653 -3.27350
O 4.30744 -1.29052 -2.39016
H 7.96631 -5.77218 -4.21165
H 6.36040 -5.68618 -2.31878
H 5.05808 -3.62461 -1.88701
H 8.30316 -3.78232 -5.64719
H 7.37351 1.02358 -6.63796
H 6.11551 3.10339 -6.16242
H 4.38346 3.13328 -4.38241
H 3.93143 1.09276 -3.05418
C 8.32264 -10.21170 -11.15034
C 9.67437 -10.41325 -11.42823
C 10.60544 -9.41847 -11.12527
C 10.18192 -8.21262 -10.55341
C 8.82749 -8.00152 -10.29830
C 7.89673 -9.00809 -10.58675
C 8.36352 -6.71444 -9.74131
O 7.17433 -6.52952 -9.51360
C 9.35165 -5.65110 -9.47114
C 8.91888 -4.40563 -8.99746
C 9.84810 -3.39887 -8.72669
C 11.20904 -3.63522 -8.91861
C 11.64250 -4.87310 -9.39571
C 10.71063 -5.87965 -9.68173
C 11.17601 -7.17318 -10.21983
O 12.37155 -7.38013 -10.39318
H 7.59813 -10.99054 -11.37793
H 10.00466 -11.34637 -11.87921
H 11.65972 -9.58489 -11.34022
H 6.83933 -8.85569 -10.37770
H 7.85837 -4.21400 -8.84189
H 9.50944 -2.43079 -8.36393
H 11.93369 -2.85361 -8.70090
H 12.70619 -5.04869 -9.54773
*
```

---

[3]
Formula: C62H46ClNO2P3SSiY
Source: the OMol25 dataset
Level of theory: ωB97M-V with the def2-TZVPD basis set

HOMO-LUMO gap ... 6.15 eV

ORCA input file:
```
! RIJCOSX wB97M-V def2-TZVPD def2/J DEFGRID3
* xyz 0 1
Y 0.53927 -1.43027 0.12501
C -4.82424 3.22913 4.04374
C -4.32231 2.20333 4.82680
C -3.15515 1.54536 4.45817
C -2.47554 1.91669 3.30236
C -2.98440 2.95615 2.52226
C -4.14872 3.60595 2.88983
P -1.03091 1.01357 2.65420
C -0.58848 -0.04844 4.05661
C -1.25715 -1.26938 4.08858
C -1.05456 -2.16833 5.12786
C -0.15703 -1.86003 6.13494
C 0.53089 -0.65224 6.10419
C 0.31145 0.24948 5.08043
C 0.18440 2.36143 2.46308
C 0.45629 3.24367 3.50522
C 1.34438 4.29345 3.32891
C 1.93238 4.47477 2.08444
C 1.62385 3.62329 1.03546
C 0.74817 2.54980 1.19277
Si 0.34155 1.33084 -0.21065
C 1.43321 1.83640 -1.71648
C 0.92418 2.47006 -2.85172
C 1.66732 2.60098 -4.01631
C 2.95993 2.09925 -4.08132
C 3.49381 1.47497 -2.96725
C 2.74117 1.33676 -1.80639
P 3.39933 0.57341 -0.29029
C 5.06150 1.29631 -0.12742
C 6.20635 0.75823 -0.71296
C 7.43310 1.38351 -0.55517
C 7.52728 2.55111 0.18711
C 6.39466 3.08720 0.78017
C 5.16893 2.45887 0.63421
C 3.77074 -1.16319 -0.71410
C 3.42034 -1.77831 -1.91142
C 3.73653 -3.11319 -2.15218
C 4.41973 -3.83740 -1.19596
C 4.77426 -3.23422 0.01037
C 4.44504 -1.91803 0.25897
C -1.44547 1.86981 -0.69512
C -1.68016 3.23662 -0.88026
C -2.93552 3.74716 -1.17067
C -4.02037 2.88911 -1.26608
C -3.82654 1.53207 -1.07735
C -2.55694 1.02236 -0.80930
P -2.39875 -0.78738 -0.58012
C -3.92053 -1.22759 0.33486
C -4.81923 -2.19490 -0.10077
C -5.94077 -2.50368 0.65660
C -6.18166 -1.84833 1.85294
C -5.29510 -0.87106 2.28803
C -4.17564 -0.56719 1.53313
C -2.71619 -1.52431 -2.21246
C -2.61074 -2.90943 -2.32762
C -2.83827 -3.53723 -3.54229
C -3.14388 -2.78125 -4.66461
C -3.23308 -1.40143 -4.56230
C -3.03210 -0.77534 -3.34106
H -5.73619 3.73606 4.33070
H -4.83783 1.90863 5.73154
H -2.77669 0.74420 5.07690
H -2.47036 3.25336 1.61853
H -4.53140 4.40733 2.27076
H -1.95556 -1.52356 3.29130
H -1.58545 -3.11052 5.12910
H 0.02392 -2.56096 6.93893
H 1.24963 -0.41917 6.87780
H 0.87698 1.16871 5.04652
H -0.04892 3.11989 4.45627
H 1.56102 4.96589 4.14737
H 2.61941 5.29850 1.93235
H 2.07261 3.80730 0.06480
H -0.08372 2.86352 -2.83978
H 1.24088 3.09936 -4.87657
H 3.54597 2.20391 -4.98477
H 4.50878 1.09700 -2.99680
H 6.13825 -0.15683 -1.28872
H 8.31508 0.95459 -1.01256
H 8.48590 3.03495 0.31440
H 6.46683 3.98973 1.37350
H 4.28853 2.85554 1.12506
H 2.91810 -1.20405 -2.67916
H 3.44357 -3.56774 -3.08985
H 4.67494 -4.87356 -1.37196
H 5.29581 -3.80761 0.76560
H 4.69789 -1.46812 1.21153
H -0.85361 3.93092 -0.77545
H -3.06751 4.81335 -1.30353
H -5.01198 3.26727 -1.47722
H -4.67912 0.86737 -1.13853
H -4.66346 -2.71337 -1.03696
H -6.63106 -3.25669 0.29996
H -7.05671 -2.09142 2.44066
H -5.46929 -0.33035 3.20862
H -3.50979 0.21587 1.87280
H -2.33405 -3.50606 -1.46615
H -2.75112 -4.61275 -3.61468
H -3.30229 -3.26665 -5.61853
H -3.46892 -0.80870 -5.43688
H -3.10305 0.30220 -3.27325
Cl 0.75661 -4.96076 -6.71507
C 0.66927 -4.39187 -5.07477
C 0.59811 -5.32800 -4.03288
C 0.52291 -4.92765 -2.72399
C 0.51010 -3.55243 -2.38966
O 0.45638 -3.18355 -1.14994
C 0.57160 -2.62222 -3.46183
C 0.39810 -1.21925 -3.22002
O 0.14240 -0.72685 -2.11697
C 0.65724 -3.05345 -4.79656
H 0.60401 -6.38271 -4.27387
H 0.47875 -5.64613 -1.91828
H 0.44367 -0.54626 -4.09099
H 0.68851 -2.32459 -5.59555
S 1.48691 -3.11985 2.06814
C 2.01485 -1.58966 2.53562
N 2.28389 -0.47111 2.69132
*
```

---

[4]
Formula: C62H49AlBO10
Source: the OMol25 dataset
Level of theory: ωB97M-V with the def2-TZVPD basis set

HOMO-LUMO gap ... 5.20 eV

ORCA input file:
```
! RIJCOSX wB97M-V def2-TZVPD def2/J DEFGRID3
* xyz -1 1
C -1.86984 -1.22075 -2.59868
C -2.77956 -1.34367 -1.37758
C -3.87582 -0.28150 -1.41092
C -1.97074 -1.25222 -0.07123
C -2.65241 -1.81944 1.17769
Al -1.37273 -2.00952 2.71237
C -2.21740 -2.91419 4.35317
B -1.30550 -2.34608 5.42693
O 0.06940 -2.67104 5.46401
O -1.66804 -1.37734 6.38004
H -2.43421 -0.98288 -3.50735
H -1.13941 -0.41838 -2.44290
H -1.30031 -2.13377 -2.78180
H -3.25591 -2.33226 -1.38091
H -4.44886 -0.30667 -2.34457
H -3.42675 0.71479 -1.32407
H -4.57583 -0.40259 -0.58147
H -1.01031 -1.75915 -0.23308
H -1.72276 -0.19444 0.09567
H -3.48011 -1.15951 1.47488
H -3.10589 -2.79015 0.92797
H -0.88459 -0.52765 3.23833
H -0.07896 -2.89960 2.24359
H -3.26650 -2.62679 4.47796
H -2.14944 -3.99361 4.19423
H 0.59600 -1.87165 5.36512
H -2.52658 -1.56829 6.76214
C -0.75137 1.31723 -6.79625
C -0.47102 1.57223 -8.13545
C 0.29439 0.68118 -8.86938
C 0.78250 -0.47476 -8.26695
C 0.49719 -0.72818 -6.92615
C -0.26871 0.17001 -6.19292
C 0.99539 -1.95416 -6.23782
O 0.69603 -2.17631 -5.08760
C 1.85352 -2.88417 -7.02885
C 2.37378 -4.01139 -6.40367
C 3.16565 -4.89225 -7.12009
C 3.43607 -4.65380 -8.46359
C 2.91970 -3.53240 -9.08969
C 2.12905 -2.63944 -8.37443
C 1.59445 -1.43027 -9.07312
O 1.81705 -1.23755 -10.24999
H -1.34643 2.02024 -6.22675
H -0.85106 2.47291 -8.60039
H 0.52621 0.85706 -9.91129
H -0.47395 -0.05513 -5.15428
H 2.14472 -4.17263 -5.35869
H 3.57430 -5.76772 -6.63228
H 4.05290 -5.34657 -9.02156
H 3.11604 -3.32485 -10.13295
C 8.76374 -2.46480 1.89098
C 7.84015 -1.75373 1.13047
C 6.48802 -1.85303 1.40717
C 6.04926 -2.66961 2.44387
C 6.97244 -3.38784 3.19941
C 8.33173 -3.27934 2.92238
C 6.52801 -4.28714 4.30664
O 7.33961 -4.90006 4.97094
C 5.06563 -4.40074 4.55202
C 4.62737 -5.26027 5.55245
C 3.27211 -5.38271 5.80946
C 2.34561 -4.64885 5.07878
C 2.77224 -3.78906 4.07499
C 4.13281 -3.66567 3.81005
C 4.57746 -2.74354 2.72581
O 3.79894 -2.07213 2.09046
H 9.82140 -2.38123 1.67530
H 8.17937 -1.11997 0.32091
H 5.74743 -1.30833 0.83691
H 9.02648 -3.84439 3.52917
H 5.36487 -5.81871 6.11310
H 2.93165 -6.05361 6.58862
H 1.28829 -4.72287 5.28989
H 2.05397 -3.21812 3.49573
C 1.83245 -1.09268 7.84324
C 3.14756 -0.66221 7.96923
C 3.42829 0.54399 8.58992
C 2.39218 1.32440 9.08978
C 1.06784 0.89203 8.95860
C 0.79078 -0.31568 8.32837
C -0.06362 1.71055 9.47529
O -1.21342 1.33689 9.40937
C 0.27192 3.03126 10.09929
C -0.76525 3.84271 10.54602
C -0.48468 5.06298 11.13515
C 0.83461 5.47830 11.28723
C 1.87001 4.67438 10.84446
C 1.59238 3.45016 10.24510
C 2.72938 2.60726 9.76296
O 3.87758 2.96821 9.91943
H 1.60687 -2.03863 7.36637
H 3.95384 -1.26997 7.57785
H 4.44307 0.90169 8.70007
H -0.23260 -0.64428 8.20631
H -1.78078 3.49341 10.41660
H -1.29392 5.69539 11.47755
H 1.05179 6.43222 11.75080
H 2.90469 4.97235 10.94801
C -4.00022 6.69131 -9.54534
C -5.31149 7.08884 -9.78450
C -6.33740 6.62191 -8.98108
C -6.05849 5.74888 -7.93554
C -4.74496 5.34298 -7.70208
C -3.71712 5.82075 -8.50724
C -4.41543 4.38867 -6.60298
O -3.27490 4.03770 -6.39209
C -5.54410 3.87516 -5.77539
C -5.26968 2.95834 -4.76637
C -6.29689 2.47093 -3.97636
C -7.60240 2.90040 -4.18913
C -7.88212 3.81202 -5.19330
C -6.85525 4.30114 -5.99296
C -7.18419 5.27058 -7.07654
O -8.31815 5.65812 -7.25896
H -3.19942 7.06217 -10.17188
H -5.53074 7.76590 -10.59997
H -7.36454 6.91974 -9.14278
H -2.70650 5.49570 -8.29969
H -4.24648 2.64204 -4.61594
H -6.08021 1.75677 -3.19254
H -8.40264 2.52054 -3.56747
H -8.88961 4.15952 -5.37777
*
```